This record from the Open Molecules 2025 dataset describes 2 unconnected molecules or ions with the total composition C4H8NO. The level of theory is the ωB97M-V functional and the def2-TZVPD basis.

```
14
Properties=species:S:1:pos:R:3
C -1.964 1.609 0.149
C -1.044 0.792 0.303
C -0.854 -1.397 1.344
C -0.207 -0.178 0.708
N 1.091 -0.055 0.584
O 1.081 1.479 -1.493
H -2.770 2.276 -0.161
H -1.943 -1.491 1.005
H -0.906 -1.285 2.468
H -0.245 -2.260 1.140
H 1.168 0.625 -1.910
H 1.243 0.709 -0.183
H 1.719 -0.735 1.014
H 0.944 2.144 -2.291
```

For the energy relative to the best compared isomer or geometry (same formula, charge and spin), the calculation gives 32.6 kcal/mol. Its spin multiplicity is 3. The net charge is +1. The LUMO energy (spin up / spin down) comes out at -3.7 / -8.7 eV. The gap between HOMO and LUMO (spin up / spin down) comes out at 7.9330 / 6.5517 eV. The largest force on an atom comes out at 4.50 eV/A.